(1)
Computed, not measured: a structure of composition C4H10N4O at a distorted geometry, with ωB97M-V/def2-TZVPD.

Structure (XYZ):
```
19
Properties=species:S:1:pos:R:3:forces:R:3:nbo_charge:R:1
C -0.27906 -1.73388 -0.19647 0.4 -1.6 0.0 -0.454
C 1.13467 0.31753 0.12371 -1.3 -1.1 1.4 0.376
C 1.66236 0.20005 1.50357 3.4 0.1 -1.5 -0.661
C -1.13744 0.87062 0.31848 3.0 3.0 1.2 0.744
H 0.27069 -2.64447 0.57981 -1.3 3.4 -2.0 0.222
H 0.39517 -1.83863 -1.32753 -2.5 0.3 3.4 0.226
H -1.39476 -2.13966 -0.16205 2.4 1.1 -0.8 0.222
H 1.31339 1.01854 2.10049 0.4 1.0 0.2 0.243
H 1.17196 -0.63609 2.01557 0.9 -0.4 -0.4 0.224
H 2.80995 0.14553 1.24841 -1.8 0.1 1.9 0.223
H -0.04008 0.22616 -2.19363 1.4 0.5 1.1 0.371
H 1.42172 0.89120 -2.98386 -1.9 -0.5 3.3 0.376
H -3.25868 -0.26132 0.52236 4.5 3.4 -0.9 0.400
H -3.21093 1.53683 0.28396 3.7 -2.1 0.3 0.439
N -0.23191 -0.27771 0.33161 -0.1 1.1 -2.8 -0.558
N 1.66517 0.76163 -0.95330 -1.3 -1.5 1.9 -0.225
N 0.85868 0.73992 -2.02194 0.8 0.9 -5.7 -0.671
N -2.43397 0.71686 0.34437 -10.0 -2.4 0.2 -0.834
O -0.71693 2.10689 0.46643 -0.7 -5.1 -1.0 -0.663
```
Positions in Å, forces in eV/Å.

Energy above the lowest of the compared OMol25 structures with the same formula, charge and spin, kJ/mol: 614.0
LUMO, eV: 0.257
Gap between HOMO and LUMO, eV: 8.45
HOMO level, hartree: -0.3012
Net charge: 0



(2)
Computed, not measured: a cluster of 7 separate species, C26H75N6O8 in total at a distorted geometry, with ωB97M-V/def2-TZVPD.

Structure (XYZ):
```
115
Properties=species:S:1:pos:R:3:forces:R:3:lowdin_spin:R:1
C 1.84469 4.92790 5.76470 1.5 -0.8 -0.2 0.000
C 3.27427 4.79007 5.01342 -3.2 -0.1 2.1 0.000
C 2.95998 4.19997 3.65462 1.2 -1.0 -0.8 0.000
O 2.37377 2.88847 3.69810 -1.4 -0.2 -0.9 0.001
C 2.05320 2.24512 2.38417 2.0 0.6 1.5 0.000
N 3.76517 6.19746 4.82079 0.3 -0.6 -1.6 0.000
H 3.68309 6.88813 5.55314 0.0 -0.1 1.1 0.000
H 4.72226 6.12034 4.50755 0.8 0.5 0.2 0.000
H 3.28663 6.61799 4.03704 -0.4 0.4 -0.5 0.000
H 1.33229 3.97260 5.87845 0.7 -0.3 0.3 0.000
H 1.09116 5.43464 5.16178 0.5 0.9 -0.1 0.000
H 2.02732 5.35744 6.74971 -0.5 0.2 -0.1 0.000
H 4.05638 4.30852 5.60037 -0.4 -0.3 0.0 0.000
H 3.88947 4.03657 3.10922 0.1 0.7 -0.5 0.000
H 2.32059 4.98025 3.24178 -0.3 -0.4 -0.9 0.000
H 2.98093 1.89845 1.92892 0.5 0.4 -0.1 0.000
H 1.56700 2.88494 1.64774 -0.4 0.1 0.4 0.000
H 1.58930 1.27962 2.58592 -0.7 0.5 0.4 0.000
C 0.22501 -6.86200 3.64001 0.2 -0.4 0.0 0.000
C 0.84469 -6.07041 2.50988 0.5 -0.1 -1.2 0.000
C 0.46216 -6.51792 1.06466 0.5 1.1 0.1 0.000
O 1.35933 -5.81257 0.14129 -1.2 0.7 2.2 0.000
C 1.61045 -6.40745 -1.09415 0.0 -1.0 -1.0 0.000
N 0.47907 -4.55814 2.70401 1.2 -0.8 0.6 0.000
H 0.78935 -4.41878 3.65501 -0.6 0.1 1.0 0.000
H 1.10509 -3.91408 2.24207 0.0 0.0 -1.2 0.001
H -0.49983 -4.34188 2.58116 -0.2 -0.1 0.0 0.000
H 0.68933 -6.85135 4.62611 0.3 1.0 0.0 0.000
H 0.40866 -7.91609 3.43199 -0.7 -0.2 -0.4 0.000
H -0.82665 -6.59985 3.75574 -0.2 -0.5 -0.1 0.000
H 1.93346 -6.02100 2.52472 0.1 -0.3 0.2 0.000
H -0.57830 -6.24245 0.89248 -0.3 0.3 -0.3 0.000
H 0.42986 -7.60441 0.98344 0.7 -0.1 -0.1 0.000
H 2.18312 -5.77353 -1.77112 0.4 0.4 0.6 0.000
H 0.69543 -6.56712 -1.66455 -0.3 -0.6 0.2 0.000
H 2.18014 -7.32041 -0.92078 -0.2 -0.2 -0.4 0.000
C -1.23738 2.79161 -2.29356 -1.5 0.1 1.0 0.000
C -1.59532 3.98540 -1.37887 0.1 1.1 -0.6 0.000
C -2.07970 5.32072 -2.05736 -2.5 -1.8 0.5 0.000
O -3.34701 5.01300 -2.63782 1.6 -0.6 -0.4 0.000
C -4.11838 6.14846 -3.13637 -0.4 -1.6 1.3 0.000
N -2.57737 3.59728 -0.16809 0.3 0.7 -1.0 0.000
H -3.49073 4.02800 -0.14949 -0.6 1.2 -1.0 0.000
H -2.90617 2.64484 -0.09857 0.8 -0.7 0.0 0.000
H -2.18170 3.92237 0.70246 0.4 -0.4 0.6 0.000
H -0.66011 3.15718 -3.14281 0.2 -0.2 0.3 0.000
H -2.11324 2.26743 -2.67592 -0.4 0.6 -0.4 0.000
H -0.79485 1.98853 -1.70421 0.9 0.2 0.0 -0.001
H -0.70225 4.37804 -0.89271 0.2 -0.7 0.5 0.000
H -1.34742 5.73352 -2.75124 0.2 -0.1 0.0 0.000
H -2.28583 5.98619 -1.21905 0.5 0.7 0.0 0.000
H -4.21274 6.71599 -2.21057 -0.2 1.2 -0.8 0.000
H -5.07208 5.64973 -3.30913 -0.1 0.5 -0.3 0.000
H -3.74097 6.57604 -4.06526 0.2 0.3 0.4 0.000
C 1.16672 1.28548 -4.46513 0.3 -0.8 1.1 0.000
C 2.23488 0.18141 -4.28388 0.9 0.6 -1.0 0.000
C 1.57821 -1.21150 -4.08214 0.9 -1.2 -1.0 0.000
O 2.51230 -2.30520 -4.25674 0.2 2.9 0.0 0.000
C 2.04453 -3.59540 -4.56543 -0.4 -0.8 0.9 0.000
N 3.04783 0.23711 -5.58161 -1.9 -0.5 -1.0 0.000
H 2.35750 0.43822 -6.29091 -0.5 -0.7 -0.9 0.000
H 3.62668 1.04486 -5.76206 1.1 0.3 0.9 0.000
H 3.48817 -0.64416 -5.80423 0.7 -0.5 -0.1 0.000
H 1.59857 2.27377 -4.62287 0.0 0.0 0.3 0.000
H 0.58268 1.22144 -3.54704 -0.1 0.6 0.0 0.000
H 0.46430 1.09449 -5.27644 0.2 -0.3 -0.2 0.000
H 3.08759 0.44681 -3.65894 -0.8 -0.1 1.3 0.000
H 0.74520 -1.25774 -4.78361 0.0 -0.2 -0.4 0.000
H 1.06804 -1.33973 -3.12748 0.3 0.7 0.4 0.000
H 2.21597 -4.21130 -3.68261 0.0 -0.2 0.1 0.000
H 2.64668 -4.05353 -5.35006 -0.4 0.3 -0.3 0.000
H 0.96415 -3.59689 -4.70996 0.0 -0.1 -0.7 0.000
C -0.53468 -0.48247 4.36152 -0.1 0.7 -0.4 0.000
C -1.83349 0.17811 3.76316 2.0 0.0 0.0 0.000
C -1.61592 1.69691 3.73559 0.3 -0.1 0.6 0.000
O -2.48839 2.41286 2.91978 -0.5 0.5 -0.4 0.000
C -3.89453 2.39302 3.23252 -0.7 -0.3 0.4 0.000
N -1.88962 -0.41986 2.34093 -0.7 0.6 -0.3 -0.001
H -2.74873 -0.20511 1.85522 -1.1 -0.1 0.5 0.000
H -1.23911 -0.09685 1.63907 1.4 0.1 0.5 -0.001
H -1.79212 -1.41580 2.47770 0.0 -0.4 -0.3 0.000
H 0.26906 -0.21298 3.67634 0.1 -0.1 -0.3 0.000
H -0.50825 -1.56894 4.44508 -0.5 0.0 0.2 0.000
H -0.16219 -0.05239 5.29124 -0.7 0.0 0.3 0.000
H -2.80970 -0.11665 4.14818 0.2 0.1 0.5 0.000
H -0.61274 2.03780 3.47961 0.3 -0.7 -0.9 0.000
H -1.52512 1.99170 4.78103 -1.2 0.2 0.5 0.000
H -4.44002 3.30819 3.00228 0.7 0.4 -0.4 0.000
H -4.13395 2.25743 4.28722 0.5 -0.3 0.2 0.000
H -4.38692 1.61196 2.65322 -0.1 -0.3 0.0 0.000
C -1.23160 -4.13990 -1.55457 0.6 -0.1 0.7 0.000
C -1.00723 -2.72163 -2.04766 0.0 -0.6 0.3 0.000
C -1.66020 -2.56320 -3.38288 0.0 0.5 -0.6 0.000
O -1.53114 -1.25052 -3.84731 -0.7 1.1 -0.3 0.000
C -2.58335 -0.91750 -4.81480 -0.5 0.0 0.4 0.000
N -1.50190 -1.64696 -1.02760 -0.1 -0.2 -1.1 -0.001
H -2.49332 -1.45888 -1.07031 -0.7 -0.5 -0.2 0.000
H -1.22394 -1.83837 -0.07566 0.4 -0.4 0.2 0.000
H -1.08672 -0.77166 -1.31321 0.3 0.5 -0.2 -0.001
H -0.37659 -4.42711 -0.94255 -0.1 -0.2 0.3 0.000
H -1.24355 -4.86136 -2.37155 -0.1 0.2 -0.2 0.000
H -2.15858 -4.29526 -1.00260 -0.1 0.2 0.0 0.000
H 0.05462 -2.48203 -2.10383 -0.1 -0.2 0.0 0.000
H -2.69557 -2.89858 -3.32271 -0.3 0.0 -0.1 0.000
H -1.13247 -3.20093 -4.09203 -0.1 -0.6 0.2 0.000
H -2.46539 0.08769 -5.21949 0.5 -0.1 0.2 0.000
H -3.54221 -0.93905 -4.29690 -0.1 0.0 0.1 0.000
H -2.67093 -1.62720 -5.63746 0.5 -0.1 0.0 0.000
C 2.48542 -1.23932 -0.50784 -0.3 1.8 -0.9 0.058
C 1.32779 -0.58709 0.17892 0.9 -3.4 1.7 0.045
O 0.66301 -1.26965 1.00509 -0.5 1.5 -0.7 0.132
O 0.99707 0.58080 -0.11444 -0.6 1.2 -0.2 0.748
H 2.83185 -0.53659 -1.26565 0.3 -0.2 -0.3 0.006
H 1.97490 -2.06008 -1.01165 0.8 -0.6 0.2 0.008
H 3.34157 -1.39407 0.14877 -0.3 -0.6 0.2 0.006
```
Positions in Å, forces in eV/Å.

Expectation value of S²: 0.76
LUMO (spin up / spin down), eV: -14.733 / -18.825
Gap between HOMO and LUMO (spin up / spin down), eV: 7.17 / 3.07
HOMO level (spin up / spin down), hartree: -0.8048 / -0.8048
Spin multiplicity: 2
Net charge: +6



(3)
Computed, not measured: an isolated molecule of C23H33N3O5, with ωB97M-V/def2-TZVPD.

Structure (XYZ):
```
64
Properties=species:S:1:pos:R:3:forces:R:3:nbo_charge:R:1
C -2.03508 -5.45947 -0.35448 -0.2 0.4 0.0 -0.641
C -2.99411 -4.32885 0.00703 0.1 -0.4 0.3 -0.063
O -3.13977 -3.38465 -1.03531 0.1 0.4 -0.3 -0.516
C -2.16055 -2.47394 -1.28748 0.0 0.2 -0.2 0.366
C -1.04273 -2.29918 -0.48537 0.0 -0.1 0.1 -0.386
C -0.10997 -1.30383 -0.75705 -0.3 0.2 -0.6 0.306
N 1.00568 -1.13744 0.02342 0.1 -0.2 0.2 -0.598
C 1.88455 -0.09785 -0.10605 -0.1 -0.5 0.0 0.825
O 2.81180 0.04081 0.66494 0.2 0.1 0.2 -0.656
N 1.68991 0.72820 -1.19326 0.1 0.2 -0.1 -0.474
C 2.60512 1.85579 -1.31504 0.4 0.3 0.1 -0.224
C 2.23959 2.95985 -0.32206 -0.1 -0.2 -0.3 -0.399
C 0.94401 3.67969 -0.70364 0.1 0.1 0.2 -0.414
C 0.25873 4.35272 0.48924 -0.1 -0.1 -0.2 -0.381
C -0.72481 3.41767 1.20582 0.1 0.0 -0.1 -0.494
C -0.06790 2.17130 1.77397 -0.4 0.6 0.2 0.696
O -0.24384 1.05887 1.31330 -0.1 -0.3 -0.2 -0.665
N 0.70930 2.40622 2.85125 0.1 0.1 0.1 -0.613
C 1.49714 1.39108 3.51232 0.0 -0.2 -0.1 -0.066
C 3.00526 1.69717 3.43634 0.1 -0.2 0.0 -0.420
C 3.54603 1.37023 4.82542 0.0 0.2 0.0 -0.401
C 2.40556 1.79055 5.74832 0.0 -0.2 0.1 -0.401
C 1.16204 1.28614 5.01598 0.0 0.0 0.1 -0.413
C 0.66911 0.60147 -2.12888 -0.1 -0.1 -0.1 0.690
O 0.60469 1.34561 -3.08733 -0.1 0.0 0.0 -0.610
C -0.28585 -0.46937 -1.85918 -0.2 -0.3 0.3 -0.241
C -1.39224 -0.66354 -2.68330 -0.1 -0.3 0.2 -0.154
C -2.32758 -1.64875 -2.43045 0.3 0.1 0.0 0.202
O -3.39171 -1.69163 -3.28554 -0.1 0.2 0.3 -0.502
C -3.94162 -2.93792 -3.68041 -0.2 -0.5 -0.3 -0.061
C -2.90792 -3.86182 -4.31444 -0.2 0.4 0.2 -0.641
H -1.03438 -5.07818 -0.54304 0.1 0.0 0.0 0.214
H -2.38384 -5.96654 -1.25087 0.0 -0.1 -0.1 0.216
H -1.99178 -6.17668 0.46044 0.0 -0.1 0.1 0.218
H -2.69284 -3.83620 0.93861 -0.1 0.0 -0.1 0.174
H -4.00245 -4.72967 0.14435 0.1 0.1 0.1 0.197
H -0.89008 -2.91113 0.38917 0.0 -0.1 0.1 0.214
H 1.10094 -1.68021 0.87036 0.1 0.2 -0.1 0.415
H 2.53587 2.21509 -2.34292 0.1 -0.1 0.1 0.237
H 3.61345 1.49017 -1.10813 -0.1 0.0 -0.1 0.223
H 3.06286 3.67556 -0.27469 0.0 0.0 0.1 0.206
H 2.14439 2.49843 0.66025 0.1 0.1 0.0 0.213
H 1.16998 4.42588 -1.46771 -0.1 -0.1 -0.1 0.209
H 0.24649 2.96900 -1.14632 -0.1 0.0 -0.1 0.213
H -0.30836 5.21811 0.13922 0.0 0.0 0.1 0.212
H 1.01509 4.71818 1.18853 0.0 0.1 0.0 0.189
H -1.48782 3.09185 0.49727 0.0 0.0 0.1 0.231
H -1.21600 3.95820 2.01914 0.0 0.0 0.0 0.216
H 0.82652 3.35435 3.17363 -0.1 0.0 -0.1 0.389
H 1.26418 0.46108 2.98987 0.1 0.1 0.1 0.237
H 3.14750 2.76029 3.22794 0.0 0.1 0.0 0.191
H 3.48309 1.12662 2.64359 0.0 0.1 -0.1 0.253
H 3.71998 0.29764 4.91698 0.1 -0.1 0.0 0.197
H 4.47762 1.89089 5.04149 0.1 -0.1 0.0 0.211
H 2.38139 2.87858 5.83433 0.0 0.1 0.0 0.190
H 2.49527 1.37153 6.74944 0.0 0.1 0.1 0.211
H 0.97299 0.24584 5.27954 0.0 0.0 0.0 0.207
H 0.26941 1.86122 5.26119 -0.1 -0.1 0.0 0.212
H -1.52536 -0.02027 -3.53845 0.0 0.0 -0.1 0.248
H -4.43060 -3.43523 -2.83710 0.0 0.1 -0.2 0.186
H -4.70107 -2.66009 -4.41646 0.1 -0.1 0.1 0.185
H -2.40717 -3.35517 -5.13624 0.1 0.0 -0.1 0.214
H -2.15911 -4.15612 -3.58250 0.1 -0.1 0.0 0.207
H -3.39785 -4.75445 -4.69385 0.0 -0.1 0.0 0.214
```
Positions in Å, forces in eV/Å.

Energy above the lowest of the compared OMol25 structures with the same formula, charge and spin, kJ/mol: 31.3
LUMO, eV: 0.672
Gap between HOMO and LUMO, eV: 8.50
Structure (SMILES): CCOc1cc2[nH]c(=O)n(CCCCCC(=O)NC3CCCC3)c(=O)c2cc1OCC
HOMO level, hartree: -0.2877
Net charge: 0